Run 1
12
Properties=species:S:1:pos:R:3:lowdin_charge:R:1 method="wB97M-V/def2-TZVPD" smiles=CCS.S
C -0.50785 -0.10757 0.80548 -0.201
C -1.08852 -0.19488 -0.59957 -0.629
S -2.44683 1.00032 -0.86747 0.667
H -1.17297 -0.36938 1.62783 0.071
H -0.09179 0.88432 0.96696 0.060
H 0.29001 -0.85370 0.87754 0.050
H -0.30602 -0.03837 -1.33059 0.046
H -1.52431 -1.17695 -0.78047 0.060
H -1.78529 1.97149 -0.22250 -0.154
S 3.10108 0.00333 -0.57094 0.480
H 3.02805 0.04278 0.77812 -0.205
H 2.50444 -1.16138 -0.68440 -0.243

Run 2
12
Properties=species:S:1:pos:R:3:lowdin_charge:R:1 method="wB97M-V/def2-TZVPD" smiles=CS.CS
C -0.00917 1.79774 -0.37656 -0.493
S -0.93552 1.05458 -1.75059 0.607
H -0.49262 1.46149 0.53998 -0.004
H 0.96367 1.31415 -0.31466 0.016
H 0.09911 2.87119 -0.42013 0.024
H -2.12978 1.57872 -1.46555 -0.163
C 0.91596 -1.83440 0.51364 -0.443
S -0.51450 -1.39479 1.61138 0.590
H 1.60947 -1.00336 0.59899 0.006
H 1.34604 -2.73099 0.94421 0.013
H 0.54108 -1.93848 -0.49552 0.021
H -1.39374 -1.17585 0.61482 -0.175

Run 3
12
Properties=species:S:1:pos:R:3:lowdin_charge:R:1 method="wB97M-V/def2-TZVPD" smiles=CS.CS
C -1.07899 3.21072 3.11547 -0.454
S 0.38190 4.16215 3.85547 0.567
H -0.58631 2.61532 2.32846 0.014
H -1.79949 3.89644 2.63872 0.023
H -1.63197 2.52607 3.78035 0.025
H 1.36288 3.27291 3.59197 -0.175
C 0.21452 -3.64664 -3.29577 -0.480
S 1.91730 -2.95738 -2.98901 0.582
H 0.27211 -4.67606 -2.90384 0.018
H -0.17859 -3.68379 -4.32567 0.029
H -0.48926 -3.07123 -2.67111 0.022
H 1.61588 -1.64851 -3.12504 -0.171

Run 4
12
Properties=species:S:1:pos:R:3:lowdin_charge:R:1 method="wB97M-V/def2-TZVPD" smiles=CSC.S
C 1.55593 0.67666 -0.91717 -0.479
S 0.90651 0.57667 0.70978 0.696
C 0.16502 -1.07453 0.68890 -0.455
H 1.96407 -0.25522 -1.31422 0.036
H 0.68877 1.07909 -1.66652 0.093
H 2.34381 1.42809 -0.84909 0.018
H -0.68664 -1.17649 1.40603 0.029
H 1.00455 -1.78715 0.98461 0.051
H -0.25672 -1.24828 -0.32409 0.034
S -2.75799 0.73406 0.12493 0.413
H -3.46195 -0.18613 0.80434 -0.218
H -1.46537 1.23323 0.35251 -0.220

According to the calculations, the structures order from most to least stable as run 1, run 2, run 3, run 4.

Run 1
17
Properties=species:S:1:pos:R:3:lowdin_charge:R:1 method="wB97M-V/def2-TZVPD" charge=+1
C -0.74232 -0.02115 1.15766 0.040
N -1.39710 0.44382 -0.24253 0.159
H -1.57087 -0.62927 1.34032 0.067
H -0.75591 0.81007 1.87999 0.086
H 0.27881 -0.39007 1.11150 0.084
H -1.38284 -0.40502 -1.01993 0.175
H -2.34577 0.68731 0.03702 0.153
H -0.99704 1.20985 -0.51541 0.039
H 3.00972 -1.87485 -0.40605 0.021
H 2.25800 -0.68464 -0.64577 0.058
O 2.15050 -1.65451 -0.66820 -0.026
H 0.53670 3.33389 1.71440 0.018
H 1.78978 2.77920 0.85006 0.066
O 0.85276 2.71401 1.10276 -0.036
H -1.22153 -2.43067 -2.21142 0.061
H 0.24922 -2.03337 -1.82355 0.074
O -0.71211 -1.85460 -1.66086 -0.040

Run 2
17
Properties=species:S:1:pos:R:3:lowdin_charge:R:1 method="wB97M-V/def2-TZVPD" charge=+1
C -1.18410 0.54713 0.62493 -0.035
N -0.41253 0.00561 -0.51394 0.122
H -0.67679 0.47675 1.55836 0.076
H -1.57109 1.53185 0.42978 0.096
H -2.08751 -0.04229 0.78282 0.099
H -0.91256 -0.78129 -0.90041 0.131
H 0.50671 -0.23129 -0.14746 0.101
H -0.18450 0.75183 -1.19179 0.101
H -1.21396 -3.11214 1.10126 0.068
H -0.31618 -3.22954 -0.17221 0.057
O -0.90940 -2.64764 0.31042 -0.039
H 0.59652 3.02895 -1.74951 0.074
H 1.46019 2.06162 -2.58470 0.076
O 0.77898 2.09560 -1.90322 -0.032
H 2.20299 0.62269 1.31576 0.068
H 2.25572 -0.91195 1.60205 0.073
O 1.66751 -0.16591 1.43787 -0.034

According to the calculations, the structures order from most to least stable as run 2, run 1.

Run 1
8
Properties=species:S:1:pos:R:3:lowdin_charge:R:1 method="wB97M-V/def2-TZVPD" charge=-1
S -0.40433 -0.81325 -1.68975 -0.352
H -1.72146 -0.54373 -1.65577 -0.502
C 0.05454 1.09646 2.18027 -0.116
C 0.96766 0.58752 1.36362 -0.126
H -0.26717 2.13063 2.12975 0.031
H -0.66328 0.42562 2.63686 0.030
H 0.89888 -0.42966 0.98123 -0.003
H 1.68867 1.17621 0.80655 0.037

Run 2
8
Properties=species:S:1:pos:R:3:lowdin_charge:R:1 method="wB97M-V/def2-TZVPD" charge=-1
S -1.77423 0.20980 0.87097 -0.344
H -1.68610 0.97948 1.98759 -0.485
C 2.01474 -0.48895 -1.58574 -0.149
C 1.68343 -0.09376 -0.35685 -0.109
H 1.46678 -0.26922 -2.58279 0.058
H 2.99097 -0.84578 -1.92639 0.015
H 0.79229 0.44826 -0.03519 -0.048
H 2.63465 -0.17316 0.27692 0.062

Run 3
8
Properties=species:S:1:pos:R:3:lowdin_charge:R:1 method="wB97M-V/def2-TZVPD" charge=-1
S 0.49774 2.57827 -1.22543 -0.340
H -0.29639 1.55561 -1.09909 -0.559
C -0.35224 -0.90836 -0.21520 -0.130
C 0.36608 -0.61226 0.90778 -0.123
H 0.00237 -0.62527 -1.18857 0.008
H -1.44644 -1.26148 -0.11861 0.064
H 0.09114 -0.95287 1.94230 0.031
H 1.13774 0.22636 0.99681 0.048

According to the calculations, the structures order from most to least stable as run 1, run 2, run 3.

Run 1
23
Properties=species:S:1:pos:R:3:lowdin_charge:R:1 method="wB97M-V/def2-TZVPD" charge=+1
C -1.88961 -0.22875 2.08316 -0.060
C -0.96412 -0.32989 0.87812 -0.312
C 0.09457 0.82296 0.87987 -0.163
C 0.80553 0.83034 -0.43129 -0.168
C 0.60533 1.76621 -1.38117 -0.188
N 1.41254 1.93927 -2.47117 0.077
N -0.17787 -1.63376 0.99875 0.211
H -1.40419 -0.20301 3.07237 0.098
H -2.62519 -1.01431 2.23922 0.083
H -2.45894 0.69778 2.02070 0.093
H -1.55198 -0.39942 -0.03149 0.156
H 0.80740 0.81987 1.70964 0.128
H -0.51399 1.69208 1.15641 0.125
H 1.60406 0.10922 -0.54868 0.092
H -0.20698 2.47739 -1.28658 0.129
H 2.16758 1.29470 -2.58188 0.092
H 1.17311 2.53043 -3.24266 0.098
H 0.39689 -1.58018 0.13701 0.100
H -0.79126 -2.44412 1.06700 0.170
H 0.42406 -1.66516 1.82103 0.172
H 0.90329 -1.06402 -2.18668 0.035
H 1.16895 -2.57731 -2.25544 0.080
O 1.02081 -1.84030 -1.64625 -0.047

Run 2
23
Properties=species:S:1:pos:R:3:lowdin_charge:R:1 method="wB97M-V/def2-TZVPD" charge=+1
C 1.36384 -1.34048 1.81842 -0.113
C -0.03841 -0.85042 1.95512 -0.234
C -0.23534 0.34849 1.01922 -0.269
C -1.18903 0.03267 -0.04112 -0.205
N -0.98478 -1.06658 -1.05024 0.099
C 0.07544 -0.93243 -1.86176 -0.028
N 1.02854 0.06643 -1.69980 0.241
H 2.20242 -0.66662 1.60499 0.089
H 1.61846 -1.84341 2.67404 0.050
H 1.57650 -1.91720 0.96198 0.059
H -0.85610 -1.64297 1.83566 0.136
H -0.29920 -0.33648 2.93581 0.133
H 0.81981 0.75694 0.79611 0.116
H -0.58212 1.30871 1.49855 0.133
H -2.19323 -0.27349 0.40941 0.161
H -1.40125 0.91984 -0.57359 0.090
H -1.86149 -1.62565 -1.20080 0.192
H 0.21845 -1.62973 -2.66538 0.151
H 0.87712 0.78876 -0.97433 0.099
H 1.81854 -0.18089 -1.95797 0.010
H 0.48243 3.47404 -0.70810 0.095
H -0.87478 3.35660 0.07621 0.029
O -0.21386 2.87071 -0.35020 -0.035

According to the calculations, the structures order from most to least stable as run 1, run 2.